DFT (ωB97M-V with the def2-TZVPD basis set) results for C17H10BrNO4Sr as an isolated structure in a non-equilibrium geometry.

Output
HOMO-LUMO gap: 6.0021 eV
Electronic energy: -98350.6495 eV

ORCA input file:
```
! RIJCOSX wB97M-V def2-TZVPD def2/J DEFGRID3
* xyz 0 1
Sr -0.613 -0.405 -0.472
O 2.032 -1.470 -3.864
C 1.068 -1.232 -2.990
O 1.161 -0.363 -2.148
C -0.095 -2.131 -3.075
C -0.191 -3.259 -3.877
C -1.332 -4.045 -3.735
C -2.307 -3.685 -2.819
C -2.108 -2.532 -2.053
N -1.036 -1.793 -2.207
C -3.028 -2.098 -0.889
O -4.050 -2.738 -0.720
O -2.570 -1.140 -0.222
H 2.774 -0.859 -3.716
H 0.603 -3.525 -4.560
H -1.441 -4.944 -4.326
H -3.199 -4.272 -2.660
Br -0.755 2.599 -0.711
C -0.049 2.986 1.074
C -0.124 4.309 1.416
C 0.390 4.752 2.639
C 0.992 3.858 3.476
C 1.081 2.491 3.136
C 1.730 1.590 4.004
C 1.818 0.269 3.680
C 1.225 -0.213 2.501
C 0.560 0.600 1.600
C 0.521 1.993 1.910
H -0.574 5.010 0.733
H 0.321 5.797 2.896
H 1.419 4.188 4.410
H 2.153 1.966 4.925
H 2.324 -0.424 4.337
H 1.300 -1.278 2.305
*
```